Arrangement 1

{
  "formula": "C4H11N2S",
  "method": "ωB97M-V/def2-TZVPD",
  "lumo_energy_ev": 3.8,
  "homo_lumo_gap_ev": 6.123,
  "mol_weight_g_mol": 119.21,
  "total_charge": -1,
  "smiles": "NCNCCC[S-]",
  "symbols": ["S", "N", "N", "C", "C", "C", "C", "H", "H", "H", "H", "H", "H", "H", "H", "H", "H", "H"],
  "coordinates": [[1.406, 3.052, -1.017], [-1.210, -0.603, 0.367], [0.299, -1.718, 1.902], [-0.351, -0.448, 1.546], [0.087, 1.763, -1.076], [0.457, 0.321, -1.317], [-0.443, -0.823, -0.884], [0.435, 0.279, 1.284], [-1.230, -1.205, -1.544], [0.756, -2.157, 1.111], [1.304, 0.212, -0.617], [1.098, -1.503, 2.496], [-0.932, -0.177, 2.429], [0.859, 0.272, -2.331], [-1.662, 0.306, 0.287], [-0.736, 2.044, -1.757], [-0.352, 2.060, -0.109], [0.214, -1.675, -0.771]]
}

---

Arrangement 2

{
  "formula": "C4H11N2S",
  "method": "ωB97M-V/def2-TZVPD",
  "lumo_energy_ev": 3.7,
  "homo_lumo_gap_ev": 6.045,
  "mol_weight_g_mol": 119.21,
  "total_charge": -1,
  "smiles": "NCNCCC[S-]",
  "symbols": ["S", "N", "N", "C", "C", "C", "C", "H", "H", "H", "H", "H", "H", "H", "H", "H", "H", "H"],
  "coordinates": [[-3.289, -0.754, -0.769], [0.846, -1.714, 0.800], [1.569, 0.433, -0.064], [0.487, 1.223, -0.602], [-1.866, 0.223, -0.164], [1.401, -0.362, 1.115], [-0.751, 0.385, -1.171], [1.990, -0.107, -0.807], [0.927, 1.756, -1.446], [-0.018, 1.892, 0.094], [-1.119, 0.875, -2.072], [-2.285, 1.191, 0.135], [0.785, 0.223, 1.803], [-1.425, -0.222, 0.752], [-0.148, -1.642, 0.566], [0.821, -2.193, 1.689], [2.387, -0.612, 1.515], [-0.311, -0.595, -1.375]]
}

---

Arrangement 3

{
  "formula": "C4H11N2S",
  "method": "ωB97M-V/def2-TZVPD",
  "lumo_energy_ev": 3.7,
  "homo_lumo_gap_ev": 6.134,
  "mol_weight_g_mol": 119.21,
  "total_charge": -1,
  "smiles": "CNC[C@H](N)C[S-]",
  "symbols": ["S", "N", "N", "C", "C", "C", "C", "H", "H", "H", "H", "H", "H", "H", "H", "H", "H", "H"],
  "coordinates": [[1.448, 0.136, -2.829], [-0.918, 1.040, 1.047], [0.601, -1.502, 0.318], [0.114, -0.943, -2.095], [-0.356, 0.736, -0.287], [-0.266, -0.749, -0.611], [0.042, 1.222, 2.150], [-0.450, 1.468, 3.089], [1.189, -2.021, -0.321], [-1.288, -1.176, -0.514], [0.429, 2.212, 1.881], [-0.969, 1.252, -1.030], [0.684, 1.077, -0.358], [1.090, -0.950, 1.002], [0.789, 0.438, 2.247], [-0.749, -0.663, -2.683], [0.332, -2.018, -2.218], [-1.722, 0.441, 1.211]]
}

---

Compare the structures above. Which one is the most stable? arrangement 2 is.